[1]
Entry from the Open Molecules 2025 dataset: an isolated ion of composition C3H10N2S and charge +1 at a distorted geometry (ωB97M-V/def2-TZVPD).

Values from the calculation:
expectation value of S²: 0.754
spin multiplicity: 2
charge: +1
Kohn-Sham gap (spin up / spin down): 10.9 / 5.5 eV
total energy: -627.66388 Ha
E_LUMO (spin up / spin down): -2.95 / -8.18 eV
HOMO energy (spin up / spin down): -13.825 / -13.686 eV

CARTESIAN COORDINATES (ANGSTROEM)
N (0.04, 1.46, 0.41)
C (-0.26, 0.05, -0.05)
C (-0.85, -0.84, 1.05)
S (-2.12, 0.06, 2.11)
C (1.01, -0.55, -0.61)
N (1.53, 0.38, -1.64)
H (0.35, 2.02, -0.39)
H (-0.71, 1.79, 1.03)
H (-1.04, 0.33, -0.76)
H (-0.02, -0.99, 1.75)
H (-1.21, -1.81, 0.80)
H (-3.19, -0.35, 1.35)
H (1.75, -0.74, 0.15)
H (0.71, -1.46, -1.12)
H (2.48, 0.71, -1.52)
H (1.52, -0.06, -2.55)

Löwdin atomic charge list, values in e, 4 entries: 0.32, -0.37, -0.45, 0.76

[2]
Entry from the Open Molecules 2025 dataset: C3H10N2Si as an isolated structure at a distorted geometry (ωB97M-V/def2-TZVPD).

Values from the calculation:
charge: 0
Kohn-Sham gap: 9.6 eV
total energy: -519.28056 Ha
E_LUMO: 0.99 eV
HOMO energy: -8.636 eV

CARTESIAN COORDINATES (ANGSTROEM)
C (2.13, -1.17, -1.73)
C (1.32, -0.19, -2.03)
C (-1.71, -0.59, 1.63)
N (0.29, 1.96, 0.61)
N (-0.63, -0.63, 0.67)
Si (-0.29, 0.68, -0.38)
H (2.88, -1.55, -2.42)
H (2.12, -1.67, -0.77)
H (1.33, 0.32, -2.98)
H (-1.42, -1.11, 2.55)
H (-1.92, 0.44, 1.87)
H (-2.62, -1.05, 1.25)
H (0.93, 1.74, 1.36)
H (0.53, 2.84, 0.19)
H (-0.44, -1.57, 0.35)
H (-1.37, 1.24, -1.19)

Löwdin atomic charge list, values in e, 4 entries: -0.17, -0.18, -0.19, -0.10